1.
{
  "formula": "C4H10O2",
  "method": "wB97M-V/def2-TZVPD",
  "smiles": "CC(CO)CO",
  "de_lowest_kcal_mol": 24.1,
  "e_lumo_ev": 0.83,
  "gap_ev": 10.92,
  "energy_ev": -8404.5002,
  "species": ["C", "C", "C", "C", "H", "H", "H", "H", "H", "H", "H", "H", "H", "H", "O", "O"],
  "positions_angstrom": [[0.035, 1.470, -0.339], [0.149, 0.114, 0.398], [-1.296, -0.466, 0.546], [1.058, -0.936, -0.261], [1.006, 1.992, -0.447], [-0.693, 2.130, 0.191], [-0.422, 1.372, -1.339], [0.556, 0.264, 1.428], [-1.932, 0.255, 1.013], [-1.205, -1.319, 1.221], [-2.049, -0.131, -1.195], [0.876, -1.853, 0.324], [0.742, -1.190, -1.251], [2.617, -0.226, 0.649], [-1.845, -0.919, -0.660], [2.403, -0.557, -0.277]]
}

=====

2.
{
  "formula": "C4H6O2",
  "method": "wB97M-V/def2-TZVPD",
  "smiles": "C[C@H]1OCC1=O",
  "de_lowest_kcal_mol": 36.3,
  "e_lumo_ev": 0.88,
  "gap_ev": 10.85,
  "energy_ev": -8338.8889,
  "species": ["C", "C", "O", "C", "C", "O", "H", "H", "H", "H", "H", "H"],
  "positions_angstrom": [[1.491, 0.618, -0.202], [0.439, -0.242, 0.475], [-0.639, 0.504, 1.080], [-1.642, -0.019, 0.197], [-0.581, -0.897, -0.458], [-0.547, -1.720, -1.326], [2.037, 0.019, -0.938], [1.018, 1.461, -0.716], [2.208, 1.013, 0.524], [0.894, -0.935, 1.195], [-2.067, 0.745, -0.467], [-2.453, -0.546, 0.715]]
}

=====

3.
{
  "formula": "C2H9N5O",
  "method": "wB97M-V/def2-TZVPD",
  "smiles": "CC(=O)N(NN)NN",
  "de_lowest_kcal_mol": 122.4,
  "e_lumo_ev": 0.98,
  "gap_ev": 9.86,
  "energy_ev": -11714.2002,
  "species": ["C", "C", "N", "N", "N", "N", "N", "O", "H", "H", "H", "H", "H", "H", "H", "H", "H"],
  "positions_angstrom": [[1.092, 0.066, 0.843], [1.790, 1.393, 0.474], [-1.461, 1.525, -0.551], [-0.738, -2.482, -0.566], [-0.463, 0.598, -0.861], [-0.964, -1.455, 0.364], [-0.096, -0.273, 0.116], [1.363, -0.710, 1.746], [1.310, 2.287, 0.134], [2.342, 1.715, 1.293], [2.596, 1.122, -0.318], [-2.243, 1.226, 0.069], [-0.977, 2.377, -0.196], [-1.518, -2.944, -1.004], [0.075, -3.160, -0.407], [-0.817, -0.002, -1.663], [-0.658, -1.635, 1.332]]
}

=====

4.
{
  "formula": "C5H5N",
  "method": "wB97M-V/def2-TZVPD",
  "de_lowest_kcal_mol": 124.8,
  "e_lumo_ev": -0.53,
  "gap_ev": 6.65,
  "energy_ev": -6750.4979,
  "species": ["C", "C", "C", "N", "C", "C", "H", "H", "H", "H", "H"],
  "positions_angstrom": [[-0.385, 0.931, 0.085], [-1.311, -0.078, -0.365], [-0.982, -1.494, -0.302], [0.323, -1.765, -0.075], [1.268, -0.787, -0.098], [0.987, 0.539, 0.104], [-0.694, 1.967, 0.196], [-2.328, 0.224, -0.616], [-0.982, 0.343, 0.961], [2.303, -1.123, -0.164], [1.766, 1.267, 0.293]]
}

=====

5.
{
  "formula": "C34H41MnN6O2",
  "method": "wB97M-V/def2-TZVPD",
  "total_charge": 2,
  "de_lowest_kcal_mol": 3.6,
  "e_lumo_ev": [-6.79, -8.09],
  "gap_ev": [6.71, 5.32],
  "multiplicity": 5,
  "energy_ev": -80263.3901,
  "species": ["Mn", "O", "C", "O", "C", "C", "C", "C", "C", "C", "N", "C", "C", "C", "C", "C", "C", "N", "H", "H", "H", "H", "H", "H", "H", "H", "H", "H", "C", "C", "C", "C", "C", "C", "C", "C", "C", "C", "N", "C", "C", "C", "C", "C", "N", "H", "H", "H", "H", "H", "H", "H", "H", "H", "H", "H", "H", "H", "H", "H", "H", "H", "C", "C", "N", "C", "C", "C", "C", "N", "H", "H", "H", "H", "H", "H", "H", "H", "H", "H", "H", "H", "H", "H"],
  "positions_angstrom": [[0.292, -0.845, 0.792], [-4.694, -1.678, 7.373], [-3.446, -1.145, 7.342], [-3.015, -0.603, 8.321], [-2.585, -1.229, 6.097], [-1.216, -0.989, 6.284], [-0.317, -1.158, 5.255], [-0.776, -1.473, 3.915], [-2.182, -1.468, 3.723], [-3.083, -1.424, 4.780], [0.138, -1.556, 2.848], [1.314, -2.061, 3.148], [2.348, -2.054, 2.167], [3.629, -2.665, 2.397], [4.613, -2.441, 1.459], [4.291, -1.793, 0.295], [3.052, -1.236, 0.100], [2.092, -1.381, 1.017], [-4.908, -2.093, 6.525], [-0.756, -0.836, 7.307], [0.747, -0.985, 5.357], [-2.551, -1.563, 2.724], [-4.156, -1.487, 4.542], [1.654, -2.494, 4.078], [3.813, -3.276, 3.259], [5.658, -2.767, 1.599], [4.963, -1.730, -0.553], [2.705, -0.828, -0.863], [2.016, 3.725, -3.249], [1.260, 2.399, -3.283], [1.616, 1.523, -4.425], [2.070, 2.138, -5.631], [2.455, 1.339, -6.725], [2.561, -0.040, -6.461], [2.034, -0.663, -5.345], [2.087, -2.194, -5.400], [1.129, -2.836, -6.389], [1.485, 0.121, -4.282], [0.898, -0.304, -3.114], [-0.029, -1.232, -3.194], [-0.655, -1.910, -2.106], [-1.547, -2.975, -2.468], [-1.922, -3.612, -1.282], [-1.277, -2.950, -0.235], [-0.506, -1.924, -0.732], [1.939, 4.124, -2.233], [1.725, 4.520, -3.999], [3.088, 3.531, -3.443], [0.177, 2.519, -3.385], [1.495, 1.924, -2.371], [2.146, 3.241, -5.737], [2.567, 1.768, -7.686], [3.003, -0.668, -7.256], [1.923, -2.694, -4.419], [3.113, -2.501, -5.682], [1.169, -3.945, -6.327], [1.321, -2.569, -7.470], [0.140, -2.463, -6.065], [-0.442, -1.582, -4.146], [-1.707, -3.218, -3.506], [-2.557, -4.443, -1.197], [-1.288, -3.215, 0.822], [-3.177, 2.845, -0.538], [-3.073, 2.261, 0.862], [-1.816, 2.696, 1.516], [-1.976, 3.852, 2.438], [-2.255, 3.445, 3.895], [-0.681, 1.989, 1.503], [0.446, 2.325, 2.448], [-0.390, 1.038, 0.604], [-4.160, 2.816, -0.956], [-2.520, 2.310, -1.291], [-2.774, 3.865, -0.530], [-3.080, 1.190, 0.854], [-3.866, 2.558, 1.550], [-2.796, 4.397, 1.990], [-1.118, 4.499, 2.368], [-3.281, 3.117, 3.895], [-2.139, 4.340, 4.493], [-1.709, 2.544, 4.221], [1.373, 2.400, 1.878], [0.528, 1.525, 3.211], [0.276, 3.227, 3.004], [-0.923, 1.086, -0.282]]
}

=====

6.
{
  "formula": "C6H6InO3",
  "method": "wB97M-V/def2-TZVPD",
  "total_charge": 2,
  "e_lumo_ev": [-11.28, -13.04],
  "gap_ev": [7.47, 4.74],
  "multiplicity": 2,
  "energy_ev": -17608.0652,
  "species": ["O", "C", "O", "C", "H", "H", "C", "H", "H", "H", "C", "C", "C", "O", "In", "H"],
  "positions_angstrom": [[3.105, 0.317, -2.274], [2.501, -0.763, -2.253], [2.922, -1.926, -2.223], [-0.223, 0.734, 0.979], [-0.258, 1.739, 0.529], [0.829, 0.575, 1.259], [-1.126, 0.663, 2.197], [-1.064, -0.317, 2.704], [-0.809, 1.389, 2.954], [-2.167, 0.951, 1.961], [0.950, -0.663, -2.205], [0.144, -0.193, -1.315], [-0.560, -0.253, -0.104], [-1.429, -1.154, 0.085], [-3.120, -1.175, 0.663], [0.306, 0.077, -2.957]]
}

=====

no.,strongest force on any atom (eV Å⁻¹)
1,2.042
2,0.630
3,3.330
4,0.516
5,3.133
6,7.680